Record 1
Formula: C5H8O2
Source: the OMol25 dataset
Level of theory: wB97M-V/def2-TZVPD

Last column: natural (NBO) charge in e.
CARTESIAN COORDINATES (ANGSTROEM)
C 1.55 0.96 -0.24  -0.626
C 0.49 -0.05 0.15  0.082
O 0.83 -0.73 1.36  -0.712
C -0.93 0.50 0.30  -0.467
C -1.72 -0.65 -0.28  -0.100
O -0.83 -1.28 -1.24  -0.453
C 0.41 -1.17 -0.90  0.276
H 1.27 1.48 -1.17  0.215
H 1.68 1.70 0.55  0.222
H 2.51 0.46 -0.41  0.223
H 1.49 -1.40 1.12  0.479
H -1.17 0.67 1.36  0.245
H -1.08 1.43 -0.25  0.218
H -2.64 -0.49 -0.82  0.204
H -1.85 -1.44 0.46  0.195

Its max |F| is 0.83 eV/A. The calculation puts the highest occupied orbital energy at -8.7 eV. For the calculated total energy, the calculation gives -9406.93977 eV. Its total charge is 0. As for the multiplicity: 1. For the energy relative to the best compared isomer or geometry (same formula, charge and spin), the calculation gives 279.1 kJ/mol.

=====

Record 2
Formula: C3H4BrNO
Source: the OMol25 dataset
Level of theory: wB97M-V/def2-TZVPD

Last column: natural (NBO) charge in e.
CARTESIAN COORDINATES (ANGSTROEM)
C 1.44 0.44 -1.85  0.337
C 0.47 -1.08 -0.10  0.073
C -0.60 0.96 0.58  -0.081
N 1.04 -0.35 -1.11  -0.563
O 0.01 -0.22 0.99  -0.508
Br -2.59 0.81 0.73  -0.108
H -0.30 -1.66 -0.44  0.205
H 1.33 -1.63 0.47  0.226
H -0.48 1.75 1.24  0.211
H -0.34 0.99 -0.51  0.208

Its max |F| is 5.29 eV/A. The calculation puts the highest occupied orbital energy at -10.3 eV. For the calculated total energy, the calculation gives -76753.34945 eV. Its total charge is 0. As for the multiplicity: 1. For the energy relative to the best compared isomer or geometry (same formula, charge and spin), the calculation gives 209.4 kJ/mol.

=====

Record 3
Formula: C23H19AlAsBrNO6S5SbTe
Source: the OMol25 dataset
Level of theory: wB97M-V/def2-TZVPD

Last column: natural (NBO) charge in e.
CARTESIAN COORDINATES (ANGSTROEM)
Al -1.09 -0.18 -0.19  1.632
O -2.92 2.20 1.94  -1.036
As -1.29 2.42 1.30  2.470
O -0.52 3.47 2.27  -1.150
O -0.71 0.83 1.22  -1.250
C -1.71 3.28 -0.42  -0.415
C -2.47 4.41 -0.13  -0.122
C -3.02 5.20 -1.11  -0.239
C -2.84 4.86 -2.44  -0.211
C -2.08 3.75 -2.76  -0.185
C -1.50 2.96 -1.77  -0.303
S -0.43 1.71 -2.50  2.443
O 0.76 2.44 -2.89  -0.986
O -1.18 1.09 -3.54  -0.935
O -0.07 0.77 -1.39  -1.095
H -3.31 1.43 1.50  0.515
H -2.64 4.66 0.92  0.227
H -3.61 6.07 -0.85  0.203
H -3.29 5.45 -3.23  0.203
H -1.93 3.47 -3.79  0.237
S -4.24 -3.26 1.20  -0.854
Sb -3.11 -2.45 -0.59  1.417
S -3.28 -0.01 -0.62  -0.890
S -0.71 -2.34 -0.12  -0.849
S -3.53 -3.30 -2.64  -0.836
Te 2.54 -0.71 0.09  0.676
C 3.85 -2.21 0.80  -0.282
C 4.89 -2.69 0.00  -0.236
C 5.82 -3.58 0.50  -0.211
C 5.72 -4.02 1.82  -0.233
C 4.68 -3.57 2.62  -0.239
C 3.76 -2.66 2.11  -0.171
C 4.17 0.60 -0.22  -0.266
C 4.19 1.39 -1.36  -0.251
C 5.16 2.36 -1.53  -0.204
C 6.14 2.54 -0.57  -0.238
C 6.15 1.73 0.56  -0.238
C 5.17 0.77 0.74  -0.181
H 4.97 -2.35 -1.03  0.220
H 6.63 -3.93 -0.13  0.199
H 6.45 -4.71 2.22  0.198
H 4.60 -3.91 3.64  0.203
H 2.96 -2.30 2.74  0.218
H 3.42 1.26 -2.12  0.237
H 5.14 2.99 -2.42  0.205
H 6.89 3.31 -0.69  0.197
H 6.91 1.86 1.32  0.200
H 5.17 0.16 1.63  0.211
Br 2.45 1.46 3.47  0.033
C 2.43 2.84 2.15  0.207
C 2.84 4.11 2.54  -0.283
C 2.81 5.10 1.58  -0.162
C 2.40 4.78 0.29  -0.262
C 2.03 3.48 0.03  0.058
N 2.05 2.51 0.95  -0.461
H 3.13 4.30 3.56  0.221
H 3.10 6.11 1.84  0.202
H 2.36 5.52 -0.49  0.211
H 1.71 3.18 -0.97  0.231

Its max |F| is 0.51 eV/A. The calculation puts the highest occupied orbital energy at -2.4 eV. For the calculated total energy, the calculation gives -243428.66531 eV. Its total charge is -2. As for the multiplicity: 1. For the energy relative to the best compared isomer or geometry (same formula, charge and spin), the calculation gives 0.0 kJ/mol.

=====

Record 4
Formula: H8O4Rb
Source: the OMol25 dataset
Level of theory: wB97M-V/def2-TZVPD

Last column: Löwdin charge in e.
CARTESIAN COORDINATES (ANGSTROEM)
Rb 4.61 0.81 10.95  1.799
O 5.59 -0.82 11.65  -0.292
H 5.44 -1.75 11.45  0.082
H 5.52 -0.77 12.60  0.065
O 2.95 -0.31 11.82  -0.244
H 2.93 0.55 12.25  0.005
H 2.41 -0.20 11.04  0.031
O 3.97 0.36 9.26  -0.373
H 3.50 1.10 8.87  0.082
H 3.58 -0.42 8.86  0.091
O 6.25 1.54 10.26  -0.363
H 6.57 1.26 9.40  0.067
H 6.93 1.26 10.87  0.052

Its max |F| is 17.77 eV/A. The calculation puts the highest occupied orbital energy at -13.7 eV. For the calculated total energy, the calculation gives -8958.88080 eV. Its total charge is +1. As for the multiplicity: 1. For the energy relative to the best compared isomer or geometry (same formula, charge and spin), the calculation gives 1188.5 kJ/mol.

=====

Record 5
Formula: C2H2N2O2S
Source: the OMol25 dataset
Level of theory: wB97M-V/def2-TZVPD

Last column: natural (NBO) charge in e.
CARTESIAN COORDINATES (ANGSTROEM)
O -1.06 -1.87 -0.40  -0.492
C -0.29 -0.89 -0.52  0.684
O 0.56 -0.59 -1.53  -0.386
N 1.72 0.33 -1.11  -0.101
N 1.03 0.94 -0.04  -0.458
C -0.08 0.21 0.40  -0.083
S -1.04 0.83 1.55  0.050
H 2.37 -0.44 -0.81  0.351
H 1.25 1.96 0.10  0.436

Its max |F| is 4.73 eV/A. The calculation puts the highest occupied orbital energy at -9.4 eV. Its SMILES is O=c1o[nH][nH]c1=S. For the calculated total energy, the calculation gives -20013.24899 eV. Its total charge is 0. As for the multiplicity: 1. For the energy relative to the best compared isomer or geometry (same formula, charge and spin), the calculation gives 299.1 kJ/mol.